[1]
C6H16N5 | ωB97M-V/def2-TZVPD

Its molar mass is 158.23 g mol⁻¹. The calculation puts the LUMO energy at -2.72 eV. The calculation puts the HOMO energy at -0.4695 hartree.

Structure (ORCA input):
```
! RIJCOSX wB97M-V def2-TZVPD def2/J DEFGRID3
* xyz 1 1
C -0.7677 1.6222 -0.0437
C 2.7132 0.4029 0.1602
C -1.6290 0.0000 -1.4317
C 0.3955 0.7802 0.4278
C 0.6410 -0.3372 -0.6817
C -2.4366 0.1798 0.8830
N 1.7059 1.4026 0.5639
N 1.9836 -0.4297 -0.7631
N -0.3136 -0.7594 -1.4260
N 0.4802 -2.2262 0.8511
N -1.9280 0.8079 -0.3109
H -0.9511 2.3849 0.7065
H -0.3975 2.1012 -0.9807
H 3.5965 0.9877 -0.0452
H 2.9127 -0.2310 1.0806
H -1.5185 0.7030 -2.2854
H -2.4243 -0.6855 -1.5241
H 0.2461 0.3757 1.4945
H -3.3776 -0.3894 0.6496
H -1.5671 -0.4922 1.1418
H -2.5756 1.1736 1.5694
H 1.8543 2.2926 0.1052
H 2.3745 -0.9088 -1.5241
H -0.0208 -1.3147 -2.3200
H 0.8268 -3.2027 0.7789
H 0.6641 -1.9012 1.8350
H -0.4870 -2.3364 1.0892
*
```



[2]
ClFN2O2 | ωB97M-V/def2-TZVPD

Its molar mass is 114.46 g mol⁻¹. The calculation puts the LUMO energy (alpha / beta) at -0.83 / -1.35 eV. The calculation puts the HOMO energy (alpha / beta) at -0.3882 / -0.3567 hartree.

Structure (ORCA input):
```
! RIJCOSX wB97M-V def2-TZVPD def2/J DEFGRID3
* xyz 0 1
N -1.1723 0.3521 -0.8387
N 0.7450 -0.1541 1.1220
O -2.1341 -0.2958 -0.7110
O -0.5836 0.9818 -1.6273
F 0.9392 -1.5009 0.8927
Cl 2.2058 0.6169 1.1623
*
```



[3]
C47H70CuNOPSSeSi | ωB97M-V/def2-TZVPD

Its molar mass is 898.72 g mol⁻¹. The calculation puts the LUMO energy at 2.13 eV. The calculation puts the HOMO energy at -0.1186 hartree.

Structure (ORCA input):
```
! RIJCOSX wB97M-V def2-TZVPD def2/J DEFGRID3
* xyz -1 1
Cu 0.1919 -0.4573 0.1231
C -0.3182 -2.2488 0.9210
Si -1.3550 -2.2463 2.4414
C -0.8251 -0.8265 3.6202
N -0.1305 0.2577 2.9179
C 1.0909 0.7491 3.5801
C 1.1505 2.2730 3.6620
C -0.1325 2.8260 4.2909
C -1.3961 2.3138 3.5618
C -1.0088 1.3162 2.4622
C -1.2522 -3.7433 3.6284
C 0.0078 -4.2463 3.9675
C 0.1597 -5.2475 4.9149
C -0.9546 -5.7686 5.5587
C -2.2162 -5.2940 5.2313
C -2.3588 -4.2962 4.2759
C -3.2167 -2.1823 2.0296
C -3.7956 -3.2809 1.3863
C -5.1562 -3.3362 1.1230
C -5.9777 -2.2784 1.4931
C -5.4252 -1.1710 2.1200
C -4.0608 -1.1315 2.3841
H -0.7285 -2.9506 0.1815
H 0.6609 -2.6584 1.2136
H -0.1284 -1.2781 4.3294
H -1.6619 -0.4479 4.2334
H 1.9687 0.3685 3.0465
H 1.1335 0.3648 4.6075
H 1.3028 2.6999 2.6692
H 2.0139 2.5520 4.2682
H -0.1124 3.9181 4.2912
H -0.1535 2.5046 5.3361
H -1.9588 3.1353 3.1100
H -2.0634 1.8244 4.2759
H -0.5086 1.8548 1.6514
H -1.9013 0.8571 2.0270
H 0.8889 -3.8405 3.4787
H 1.1473 -5.6189 5.1614
H -0.8399 -6.5390 6.3118
H -3.0905 -5.6976 5.7292
H -3.3533 -3.9387 4.0325
H -3.1586 -4.1116 1.0954
H -5.5818 -4.2075 0.6380
H -7.0435 -2.3241 1.3044
H -6.0608 -0.3449 2.4170
H -3.6496 -0.2593 2.8820
O -1.6664 -1.1621 -3.6919
S -2.1354 -2.2252 -2.7622
C -3.7252 -2.8261 -3.4896
C -4.8813 -1.9694 -2.9481
C -4.2701 -0.7941 -2.1817
C -3.0755 -1.3775 -1.4548
H -3.8217 -3.8794 -3.2231
H -3.5938 -2.7441 -4.5666
H -5.4923 -2.5624 -2.2649
H -5.5225 -1.6204 -3.7581
H -4.9857 -0.3382 -1.4955
H -3.9247 -0.0293 -2.8814
H -3.3634 -2.1375 -0.7286
H -2.4162 -0.6587 -0.9717
Se 3.7658 -0.5407 1.1340
C 5.3239 -1.4842 0.6242
C 5.2778 -2.4814 -0.3563
C 6.4196 -3.1901 -0.7007
C 7.6330 -2.9248 -0.0785
C 7.6910 -1.9271 0.8872
C 6.5545 -1.2110 1.2314
H 4.3331 -2.6987 -0.8394
H 6.3637 -3.9626 -1.4610
H 8.5208 -3.4893 -0.3389
H 8.6332 -1.7092 1.3799
H 6.6023 -0.4328 1.9820
C 3.3607 4.8561 -0.8803
C 4.0321 3.5028 -0.6490
C 3.1727 2.3484 -1.1990
C 1.6802 2.7222 -1.2057
C 1.4070 3.5395 0.0608
C 2.0407 4.9312 -0.0910
P 0.5946 1.2242 -1.3357
C -1.0518 1.8763 -1.9457
C -1.9854 2.1968 -0.7665
C -3.2522 2.8826 -1.2712
C -2.9175 4.2874 -1.8005
C -1.4803 4.3631 -2.3401
C -1.0439 3.0387 -2.9646
C 1.1807 0.2932 -2.8290
C 1.4346 1.0805 -4.1260
C 2.3143 0.2620 -5.0877
C 1.9733 -1.2211 -4.9587
C 2.4349 -1.7383 -3.5841
C 2.3667 -0.6316 -2.5170
H 3.1691 4.9874 -1.9498
H 4.0254 5.6702 -0.5820
H 4.1867 3.3653 0.4246
H 5.0187 3.4783 -1.1141
H 3.3267 1.4649 -0.5724
H 3.4970 2.0945 -2.2103
H 1.4652 3.3517 -2.0751
H 1.8582 3.0093 0.9024
H 0.3423 3.6419 0.2792
H 2.2238 5.3549 0.9000
H 1.3411 5.5988 -0.6032
H -1.4563 0.9944 -2.4552
H -1.5002 2.8629 -0.0484
H -2.2248 1.2779 -0.2281
H -3.9909 2.9472 -0.4688
H -3.6952 2.2733 -2.0650
H -3.0385 5.0196 -0.9979
H -3.6223 4.5601 -2.5902
H -0.7868 4.6222 -1.5353
H -1.4089 5.1587 -3.0854
H -0.0616 3.1673 -3.4142
H -1.7301 2.7968 -3.7828
H 0.3195 -0.3606 -2.9968
H 1.9177 2.0420 -3.9274
H 0.4767 1.2800 -4.6121
H 3.3711 0.4081 -4.8461
H 2.1636 0.6117 -6.1121
H 2.4437 -1.7979 -5.7586
H 0.8905 -1.3407 -5.0575
H 3.4628 -2.1035 -3.6533
H 1.8058 -2.5784 -3.2781
H 3.3018 -0.0718 -2.5036
H 2.2613 -1.0675 -1.5220
*
```



[4]
C5H8N2 | ωB97M-V/def2-TZVPD

Its molar mass is 96.13 g mol⁻¹. The calculation puts the LUMO energy at 0.73 eV. The calculation puts the HOMO energy at -0.2823 hartree.

Structure (ORCA input):
```
! RIJCOSX wB97M-V def2-TZVPD def2/J DEFGRID3
* xyz 0 1
C -0.7837 -1.6243 1.1485
C -0.0666 -0.5402 0.4033
C 0.3381 0.7106 0.8425
C 0.4408 1.9778 0.0672
N -0.4672 2.0185 -0.8997
C 1.7632 0.0079 -0.7859
N 0.6526 -0.7722 -0.7552
H -0.0889 -2.2667 1.7027
H -1.4987 -1.1945 1.8563
H -1.3513 -2.2697 0.4653
H 0.4765 0.8680 1.9123
H -1.1197 1.2584 -1.1141
H -0.5529 2.8411 -1.4802
H 1.9513 0.3198 -1.8321
H 0.3065 -1.3346 -1.5310
*
```



[5]
C16H50InLiO20 | ωB97M-V/def2-TZVPD

Its molar mass is 684.32 g mol⁻¹. The calculation puts the LUMO energy at -10.37 eV. The calculation puts the HOMO energy at -0.4577 hartree.

Structure (ORCA input):
```
! RIJCOSX wB97M-V def2-TZVPD def2/J DEFGRID3
* xyz 2 1
Li -1.3568 -3.7591 -5.3549
In -0.3690 -7.6590 -1.8000
C 1.8640 -1.8350 0.6789
C 1.4385 -0.5536 0.7932
C 0.3610 -0.0081 -0.1364
O -0.1656 1.1494 -0.0674
C -0.2639 -0.8343 -1.0228
C 0.1763 -2.2095 -1.2266
C 1.3958 -2.7171 -0.3434
O 1.7054 -3.9434 -0.3786
O -0.3364 -2.9944 -2.0302
O 2.0022 0.1485 1.7012
H 2.5476 -2.3173 1.3619
H -1.1070 -0.4908 -1.6038
C 3.6844 -0.0107 -4.5993
O 5.1191 -0.0392 -4.4745
C 5.5511 -0.1235 -3.0597
C 7.0784 0.2770 -2.8814
O 7.4169 1.5829 -3.3587
C 8.8198 1.8487 -3.0109
H 3.4107 0.2834 -5.6126
H 3.2929 0.8670 -4.0851
H 3.2147 -0.9511 -4.3112
H 5.2855 -1.1284 -2.7316
H 5.0042 0.5632 -2.4136
H 7.7329 -0.4475 -3.3660
H 7.2348 0.2075 -1.8050
H 9.0218 1.6634 -1.9559
H 9.1016 2.8984 -3.0939
H 9.4724 1.2598 -3.6555
C -6.9859 3.9688 2.3815
O -7.0490 2.6235 2.0059
C -5.9769 2.2134 1.0647
C -6.0950 0.7102 0.6722
O -7.3775 0.2755 0.2713
C -7.3319 -1.0763 -0.1269
H -6.0051 4.3420 2.6763
H -7.5967 4.2257 3.2470
H -7.3473 4.6314 1.5951
H -4.9706 2.4090 1.4350
H -6.0853 2.8365 0.1769
H -5.7484 0.1628 1.5488
H -5.4022 0.4513 -0.1285
H -6.9596 -1.0297 -1.1503
H -8.3310 -1.5001 -0.2283
H -6.6871 -1.7618 0.4231
O 1.9055 3.9728 4.5609
H 0.9524 4.0051 4.6429
H 2.0975 3.0589 4.3506
O 2.5126 -8.6495 0.9621
H 2.7913 -7.9968 1.6044
H 3.0473 -9.4196 1.1550
O 2.1135 5.0030 0.1802
H 1.4682 4.5128 -0.3292
H 1.9827 4.7075 1.0812
O 5.3089 -5.3234 0.3476
H 4.3812 -5.1486 0.1897
H 5.5015 -6.0955 -0.1844
O -2.9787 -2.8368 1.0262
H -2.3932 -2.6881 1.7688
H -2.4410 -2.6526 0.2560
O -2.0187 2.3229 -4.1819
H -2.9697 2.2905 -4.0784
H -1.6777 1.8750 -3.4077
O -1.0187 -6.1170 2.2270
H -0.7894 -5.2402 2.5349
H -1.2990 -6.5825 3.0150
O -1.5709 -0.8531 -6.0328
H -1.6135 0.0004 -5.6015
H -2.0491 -0.7317 -6.8531
O -0.7614 -2.9711 3.9342
H -1.1165 -3.2016 4.7927
H -0.0961 -2.3085 4.1197
O 6.3333 -2.0962 1.8006
H 6.0661 -2.8494 1.2739
H 5.5397 -1.5674 1.8833
C -1.7583 1.4714 4.9962
O -1.6580 2.7555 4.3788
H -1.5144 0.7146 4.2506
H -1.0484 1.5048 5.8227
H -2.7489 1.2193 5.3748
H -1.3852 2.5896 3.4735
C -3.0014 6.2581 0.3703
O -4.0549 7.1667 0.0815
H -3.0863 5.9761 1.4197
H -3.0697 5.3286 -0.1949
H -2.0018 6.6355 0.1544
H -4.2646 7.7506 0.8141
*
```



[6]
C5H10O | ωB97M-V/def2-TZVPD

Its molar mass is 86.13 g mol⁻¹. The calculation puts the LUMO energy at 0.91 eV. The calculation puts the HOMO energy at -0.3481 hartree.

Structure (ORCA input):
```
! RIJCOSX wB97M-V def2-TZVPD def2/J DEFGRID3
* xyz 0 1
C -1.1797 0.8010 0.9808
C 0.3026 0.6870 0.6939
C 0.8352 0.2153 -0.6458
C -0.0711 -0.1836 -1.7886
C 0.9617 -0.6625 0.5616
O 0.1666 -1.8136 0.5738
H -1.4161 0.4492 1.9928
H -1.5027 1.8454 0.9099
H -1.7799 0.2166 0.2792
H 0.9092 1.4433 1.1906
H 1.7618 0.6905 -0.9645
H -0.9170 -0.7817 -1.4424
H 0.4816 -0.7956 -2.5098
H -0.4562 0.6964 -2.3164
H 1.9559 -0.8017 0.9906
H -0.0520 -2.0058 1.4943
*
```



| no. | F_max (eV/A) | total energy (hartree) |
| --- | --- | --- |
| 1 | 4.50 | -511.70299 |
| 2 | 2.74 | -819.78391 |
| 3 | 0.67 | -7033.93412 |
| 4 | 0.54 | -304.60726 |
| 5 | 6.13 | -2341.12608 |
| 6 | 0.30 | -271.71206 |